(1)
Molecular formula: C15H37NO4
Method: DFT, ωB97M-V/def2-TZVPD

The geometry in XYZ format:
```
57
Properties=species:S:1:pos:R:3:forces:R:3
C -3.527 2.673 -0.439 0.1 0.9 2.0
C -3.407 3.658 0.784 0.2 0.2 -0.5
O -4.533 4.543 1.039 0.9 -1.3 -0.5
H -2.958 3.052 -1.288 -0.8 0.0 -0.3
H -4.577 2.401 -0.536 0.1 0.2 -0.7
H -3.017 1.780 -0.077 0.1 -0.2 -0.2
H -2.528 4.290 0.654 0.2 0.1 -0.3
H -3.151 3.044 1.647 -0.5 0.0 0.4
H -4.178 5.154 1.689 -0.3 0.3 0.1
C 0.242 2.788 -0.511 0.0 -0.1 -0.5
C 1.586 2.376 -1.243 -1.9 0.3 0.6
O 1.753 3.242 -2.366 0.3 -0.8 0.6
H -0.629 2.690 -1.160 0.3 0.1 -0.7
H 0.247 3.837 -0.217 0.3 0.0 0.1
H -0.129 2.225 0.345 0.8 -0.3 0.4
H 1.508 1.349 -1.600 -0.1 0.2 -0.4
H 2.423 2.355 -0.546 0.2 0.5 0.0
H 1.951 4.113 -2.015 0.1 0.2 -0.1
C 2.982 0.028 -4.233 1.3 1.6 -0.3
C 4.297 -0.411 -3.557 -0.8 -0.4 -1.2
O 3.965 -0.911 -2.309 -0.3 -0.6 1.8
H 3.372 0.603 -5.073 -0.4 -0.2 -0.7
H 2.485 0.825 -3.680 0.0 -0.2 0.5
H 2.212 -0.670 -4.564 0.6 -0.5 0.2
H 5.061 0.363 -3.492 -0.4 0.7 0.0
H 4.799 -1.172 -4.154 -0.2 -0.4 -0.3
H 4.762 -1.099 -1.808 0.1 -0.1 0.0
C 0.141 -3.241 -0.993 0.8 -0.8 -0.1
C -0.375 -2.164 -0.017 -1.4 -1.1 -0.2
C -1.882 -2.529 0.381 1.1 -0.9 0.4
C -2.434 -1.801 1.603 1.4 0.7 -1.8
C -1.466 -1.961 2.799 -1.3 1.3 -1.2
C 0.064 -1.549 2.624 -2.9 -2.9 1.2
N 0.513 -2.169 1.282 0.7 2.3 -1.1
O 1.888 -1.968 0.962 -2.5 -1.1 1.2
C 0.256 -0.039 2.737 0.5 0.9 -0.5
C 0.768 -2.311 3.791 1.2 -0.1 -0.8
C -0.296 -0.785 -0.707 0.3 -0.1 -0.1
H 0.161 -4.257 -0.598 -0.5 0.1 0.4
H 1.163 -3.165 -1.362 0.2 0.9 0.3
H -0.443 -3.284 -1.912 -0.4 0.3 0.3
H -2.578 -2.453 -0.455 0.5 0.5 -0.4
H -1.872 -3.602 0.572 0.1 -0.2 0.2
H -3.463 -2.128 1.759 0.2 -0.1 0.5
H -2.511 -0.779 1.232 -0.1 0.5 0.6
H -1.707 -2.983 3.092 1.0 0.0 0.7
H -1.858 -1.207 3.482 0.2 -0.5 0.8
H 1.028 0.313 2.053 0.1 0.2 0.1
H -0.603 0.619 2.601 -0.5 -0.7 -0.8
H 0.521 0.311 3.735 0.6 -0.8 0.2
H 0.554 -3.369 3.943 -0.3 -0.1 -1.0
H 1.816 -2.227 3.503 0.3 -0.1 0.9
H 0.559 -1.963 4.803 0.1 1.0 -0.4
H -0.437 -0.872 -1.784 -0.2 -0.6 0.0
H 0.727 -0.411 -0.683 -0.2 0.5 0.3
H -1.086 -0.094 -0.410 0.5 0.2 0.6
H 1.840 -1.053 0.677 0.6 0.8 -0.5
```
Positions in Å, forces in eV/Å.

As for the spin multiplicity: 2. As for the charge: +1. The value obtained for the relative energy (zero: lowest compared OMol25 entry of this formula, charge and spin) is 35.80 kcal per mole. Its HOMO-LUMO gap (alpha / beta) is 0.3642 / 0.1962 hartree. Its expectation value of S² is 0.75.

=====

(2)
Molecular formula: C15H38ClO2PSi2
Method: DFT, ωB97M-V/def2-TZVPD

The geometry in XYZ format:
```
59
Properties=species:S:1:pos:R:3:forces:R:3
C 1.748 -1.602 3.208 0.3 0.2 0.0
C 1.698 -0.967 2.041 0.0 -0.2 0.2
C 1.543 -1.679 0.725 0.7 0.1 -0.3
Si 2.350 -0.887 -0.776 0.4 -0.1 0.4
O 1.270 -0.773 -2.023 0.4 -0.3 0.0
Si 1.582 -1.414 -3.520 -0.4 0.2 -0.4
P 3.043 1.204 -0.182 -1.1 0.5 0.3
O 3.293 1.912 -1.644 0.6 0.0 0.0
Cl 4.889 0.746 0.608 0.2 -0.1 -0.2
H 2.125 -2.617 3.282 -0.8 -0.3 0.0
H 1.446 -1.094 4.117 0.8 0.1 0.1
H 1.744 0.120 2.065 -0.9 0.0 -0.2
H 1.925 -2.704 0.799 -0.1 0.0 0.1
H 0.474 -1.765 0.502 0.0 0.1 0.0
H 3.533 -1.673 -1.228 -0.1 0.0 -0.1
H 2.134 -2.784 -3.462 0.0 0.0 0.2
H 2.547 -0.565 -4.248 0.0 0.0 0.0
H 0.293 -1.463 -4.234 0.0 0.0 0.0
H 4.185 1.803 -1.999 -0.1 -0.1 -0.1
C -4.467 -5.420 -5.248 -0.1 0.1 0.0
C -4.215 -3.921 -5.115 0.0 -0.1 -0.1
C -2.753 -3.571 -4.845 0.0 0.1 0.0
C -2.189 -4.128 -3.538 0.0 -0.1 0.0
C -2.942 -3.712 -2.276 0.1 0.1 0.0
C -2.929 -2.206 -2.028 0.0 -0.1 0.0
H -4.221 -5.955 -4.330 0.0 0.0 0.0
H -5.516 -5.620 -5.471 0.0 0.0 0.0
H -3.867 -5.844 -6.056 0.0 0.0 0.0
H -4.852 -3.511 -4.326 0.0 0.0 0.0
H -4.522 -3.428 -6.040 0.0 0.0 0.0
H -2.641 -2.483 -4.857 0.0 0.0 0.0
H -2.140 -3.943 -5.673 0.0 0.0 0.0
H -1.146 -3.807 -3.448 0.0 0.0 0.0
H -2.162 -5.221 -3.586 0.0 0.0 0.0
H -2.481 -4.212 -1.421 0.0 0.0 0.0
H -3.974 -4.070 -2.318 0.0 0.0 0.0
H -1.904 -1.838 -1.945 0.0 0.0 0.0
H -3.447 -1.967 -1.098 0.0 0.0 0.0
H -3.424 -1.659 -2.831 0.0 0.0 0.0
C 0.533 5.196 6.400 0.1 0.0 0.0
C 0.764 5.855 5.044 -0.1 0.0 0.1
C 0.135 5.091 3.880 0.0 0.0 0.0
C 0.679 3.677 3.669 0.0 0.0 0.0
C 2.188 3.598 3.441 0.0 0.0 -0.1
C 2.653 4.329 2.187 0.1 0.0 0.1
H 0.980 4.203 6.449 0.0 0.0 0.0
H 0.972 5.791 7.202 0.0 0.0 0.0
H -0.535 5.095 6.606 0.0 0.0 0.0
H 1.837 5.980 4.876 0.0 0.0 0.0
H 0.341 6.862 5.064 0.0 0.0 0.0
H 0.264 5.673 2.963 0.0 0.0 0.0
H -0.946 5.026 4.043 0.0 0.0 0.0
H 0.168 3.234 2.808 0.0 0.0 0.0
H 0.417 3.052 4.528 0.0 0.0 0.0
H 2.467 2.543 3.357 0.0 0.0 0.0
H 2.723 3.984 4.313 0.0 0.0 0.0
H 2.156 3.925 1.303 0.0 0.0 0.0
H 3.729 4.207 2.051 0.0 0.0 -0.1
H 2.449 5.400 2.236 0.0 0.0 0.0
```
Positions in Å, forces in eV/Å.

As for the charge: 0. Its HOMO-LUMO gap is 0.3306 hartree.

=====

(3)
Molecular formula: C15H38LiN4O7
Method: DFT, ωB97M-V/def2-TZVPD

The geometry in XYZ format:
```
65
Properties=species:S:1:pos:R:3:forces:R:3
Li -1.030 -2.075 -0.780 -0.4 1.1 0.8
O -3.285 0.087 1.182 1.1 1.0 -0.9
C -2.807 1.296 1.737 -0.6 -1.8 0.7
C -1.299 1.953 1.545 1.2 -3.2 -0.7
O -0.267 0.937 1.335 -1.8 2.0 0.3
H -2.931 1.076 2.797 1.2 -0.1 1.1
H -3.638 2.002 1.749 0.0 1.4 -1.2
H -1.101 2.561 2.427 -0.1 -0.3 1.0
H -1.198 2.741 0.798 -0.6 0.0 -1.1
C -2.605 -7.117 -1.263 2.2 1.8 -1.0
O -1.727 -6.301 -1.532 0.2 -0.4 -0.3
N -3.482 -6.852 -0.330 -2.4 0.7 2.1
N -2.772 -8.284 -1.883 0.1 -2.1 -0.9
H -4.239 -7.498 -0.159 0.0 0.5 0.1
H -3.608 -5.861 -0.185 -0.2 -0.2 0.4
H -1.929 -8.731 -2.214 -0.3 0.0 -0.1
H -3.534 -8.866 -1.566 0.4 -0.2 -0.2
C -2.157 8.158 -4.369 -0.1 -1.4 1.0
O -3.113 7.128 -4.559 0.3 0.4 -1.4
C -3.315 6.266 -3.456 -0.1 0.1 -0.9
C -3.903 4.950 -3.987 0.6 0.3 0.9
N -2.889 4.082 -4.620 -0.8 0.6 -0.9
C -3.425 2.819 -5.095 -0.2 0.4 1.1
C -2.389 1.877 -5.544 1.1 -0.8 -1.1
O -1.432 1.547 -4.537 0.6 0.4 -0.6
C -0.058 1.442 -4.949 -0.3 0.8 0.1
H -2.447 8.765 -3.511 -0.1 0.6 -0.1
H -1.979 8.739 -5.274 -0.3 -0.2 0.1
H -1.255 7.637 -4.050 0.6 0.3 -0.2
H -3.973 6.866 -2.828 -0.3 -0.7 0.7
H -2.394 6.022 -2.927 0.3 0.2 0.1
H -4.727 5.233 -4.642 0.3 -0.3 -0.6
H -4.393 4.470 -3.139 0.0 -0.4 0.3
H -2.028 3.914 -4.119 -0.3 0.2 0.6
H -4.043 2.966 -5.981 -0.5 0.1 0.2
H -3.960 2.290 -4.307 -0.7 0.1 0.2
H -1.989 2.280 -6.474 1.0 0.3 0.1
H -2.893 0.986 -5.919 -0.1 -0.5 0.3
H 0.583 1.477 -4.068 -0.4 -0.7 0.3
H 0.322 2.316 -5.477 -0.6 0.4 -0.4
H 0.151 0.599 -5.608 -0.2 -0.4 0.3
C 5.922 -3.045 1.359 -1.3 0.3 0.4
O 4.852 -2.933 2.378 1.5 0.5 -2.5
C 4.381 -4.175 2.811 0.4 -0.1 1.2
C 3.306 -3.897 3.885 -0.5 0.0 -1.0
N 3.823 -2.902 4.796 0.3 -1.2 -0.4
C 2.837 -2.405 5.684 -0.8 1.6 -0.5
C 3.434 -1.199 6.405 -1.5 -1.0 1.9
O 3.559 -0.058 5.666 1.6 1.2 -1.7
C 4.337 0.986 6.255 -0.9 -0.1 0.3
H 6.311 -2.064 1.088 -0.2 0.2 0.7
H 5.548 -3.407 0.401 -0.4 -0.4 0.1
H 6.757 -3.685 1.643 -0.1 -0.1 0.5
H 5.250 -4.623 3.294 0.1 -0.7 0.4
H 4.108 -4.875 2.022 -0.5 0.2 -0.3
H 2.915 -4.767 4.412 0.6 -0.9 0.1
H 2.354 -3.576 3.461 0.3 0.7 -0.6
H 4.461 -3.441 5.364 0.7 0.3 0.2
H 2.404 -3.157 6.343 0.3 -0.1 0.8
H 1.954 -2.094 5.126 0.1 0.4 -0.4
H 4.341 -1.573 6.881 0.6 0.4 0.1
H 2.727 -0.925 7.187 -0.1 -0.4 0.8
H 5.224 0.669 6.803 0.2 -0.5 -0.2
H 3.722 1.506 6.991 -0.2 0.1 0.2
H 4.632 1.742 5.527 -0.2 -0.4 -0.3
```
Positions in Å, forces in eV/Å.

As for the charge: -1. Its HOMO-LUMO gap is 0.1186 hartree.

=====

So what do the calculations give for calculated total energy? Going down the list: -948.9842 -2125.4048 -1347.2230 hartree.